No. 1
Molecular formula: C6H15IN2O4PS
Method: DFT, ωB97M-V with the def2-TZVPD basis set

- LUMO: 0.0938 Ha
- E_HOMO: -0.1616 hartree
- Kohn-Sham gap: 0.2554 hartree

```
! wB97M-V def2-TZVPD RIJCOSX def2/J DEFGRID3
* xyz -1 1
C -2.2800 -2.1841 2.5083
C -1.2507 -1.1579 1.6933
C -1.0981 0.3560 2.3027
N -0.5900 -1.6796 0.6086
P -1.0482 -0.8834 -0.9194
S -1.0887 -0.0203 -2.9057
O -0.3868 -2.3118 -1.6981
C 1.0718 -2.5426 -1.4441
C 1.5772 -0.9987 -1.0495
I 2.8598 -0.4012 -2.7606
O 0.4880 -0.0079 -0.7971
H -2.6605 -3.0739 1.8448
H -3.1681 -1.6278 3.0296
H -1.6289 -2.6599 3.3875
H -2.1789 0.8519 2.3292
H -0.6786 0.4077 3.3946
H -0.4571 0.9940 1.5297
H -2.3310 -1.5769 -1.1011
H -1.8853 0.1584 -0.3695
H -0.5937 1.3145 -2.8814
H 1.2849 -3.2714 -0.5249
H 1.6675 -3.0431 -2.3428
H 2.3569 -1.1341 -0.1573
C 2.0246 2.9424 -0.6764
N 1.3267 4.2098 -0.3296
O 1.7794 4.8646 0.6167
O 0.3441 4.5116 -1.0169
H 2.8653 2.8037 0.0066
H 1.3033 2.1295 -0.5703
H 2.3751 3.0305 -1.7067
*
```

***

No. 2
Molecular formula: C5H7NO
Method: DFT, ωB97M-V with the def2-TZVPD basis set

- LUMO: 0.0069 Ha
- E_HOMO: -0.3320 hartree
- Kohn-Sham gap: 0.3389 hartree

```
! wB97M-V def2-TZVPD RIJCOSX def2/J DEFGRID3
* xyz 0 1
O 1.7528 0.0768 -2.2122
C 1.7147 0.2994 -1.0235
C 0.4018 0.2950 -0.2195
C -0.7439 -0.5273 -0.7688
N -1.1766 -0.5036 0.6841
C -1.1531 0.9283 0.6814
C 0.2920 -0.5396 1.0512
H 2.6656 0.3718 -0.4523
H -1.4285 -0.0107 -1.4487
H -0.5123 -1.5340 -1.1273
H -1.9759 1.3839 0.1107
H -1.0682 1.3651 1.6869
H 0.5295 -0.0515 2.0056
H 0.7020 -1.5534 1.0326
*
```

***

No. 3
Molecular formula: C12H26NO5
Method: DFT, ωB97M-V with the def2-TZVPD basis set

- LUMO: -0.0942 Ha
- E_HOMO: -0.4393 hartree
- Kohn-Sham gap: 0.3451 hartree

```
! wB97M-V def2-TZVPD RIJCOSX def2/J DEFGRID3
* xyz 1 1
C -1.7223 -1.1955 -4.9404
C -0.5144 -2.0541 -5.3386
C -0.3999 -3.3691 -4.6118
O -0.6932 -4.3530 -5.1245
O 0.1227 -3.3951 -3.3355
C -0.8410 -3.1917 -2.3124
C -0.0876 -2.7218 -1.0861
C -0.0236 -1.2346 -0.9965
O -0.7373 -0.5113 -1.5331
O 1.0029 -0.7578 -0.2188
C 2.0966 -0.2676 -1.0221
H -1.6125 -0.2444 -5.4405
H -1.6870 -0.9615 -3.8867
H -2.6506 -1.6678 -5.2267
H 0.3924 -1.4833 -5.1565
H -0.5500 -2.2603 -6.3950
H -1.6075 -2.4717 -2.5728
H -1.3529 -4.1186 -2.0795
H -0.4605 -3.1890 -0.1833
H 0.9305 -3.0755 -1.2060
H 3.0039 -0.7965 -0.7581
H 2.2087 0.7920 -0.8336
H 1.9195 -0.4235 -2.0767
C -0.3814 2.1128 1.6804
N -0.3236 1.7050 3.1248
C -0.8949 0.3259 3.2331
C -1.1517 2.6419 3.9391
C 1.1020 1.6439 3.6357
C 1.8589 2.9521 3.6794
O 1.9860 3.4953 2.3739
H -1.3777 1.8818 1.3075
H -0.2111 3.1780 1.5955
H 0.3639 1.5431 1.1324
H -1.9225 0.3488 2.8805
H -0.8636 0.0156 4.2752
H -0.2986 -0.3434 2.6166
H -0.7827 3.6537 3.8035
H -1.0869 2.3473 4.9844
H -2.1800 2.5788 3.5921
H 1.6170 0.9356 2.9865
H 1.0469 1.2306 4.6424
H 2.8538 2.7432 4.0817
H 1.3740 3.6749 4.3426
H 2.5357 4.2867 2.4279
*
```

***

No. 4
Molecular formula: C25H22AgCl2N2O3
Method: DFT, ωB97M-V with the def2-TZVPD basis set

- LUMO: 0.0925 Ha
- E_HOMO: -0.1478 hartree
- Kohn-Sham gap: 0.2403 hartree

```
! wB97M-V def2-TZVPD RIJCOSX def2/J DEFGRID3
* xyz -1 1
Ag -0.7068 -1.9646 0.3698
C 0.9596 -4.3042 0.9445
C 0.5924 -4.8478 2.2060
C -0.8131 -5.0891 2.1932
C -1.2987 -4.7416 0.9344
C -0.1993 -4.1997 0.1681
H 1.9911 -4.0416 0.6286
H 1.1723 -4.9924 3.0976
H -1.3851 -5.4720 3.0437
H -2.2669 -4.9423 0.5382
H -0.2715 -3.9507 -0.8526
O 0.7054 -1.4440 3.2191
C -0.3829 -1.2326 4.1268
C -1.5451 -0.4591 3.5239
C -2.0605 0.6108 4.2174
C -3.0684 1.3723 3.6570
C -3.6180 0.9445 2.4909
C -3.0553 -0.1480 1.8393
N -2.0338 -0.8232 2.3091
H 0.5495 -2.2532 2.6478
H 0.0871 -0.6422 4.9338
H -0.7620 -2.1955 4.4878
H -1.7310 0.8062 5.2362
H -3.5439 2.2297 4.2241
H -4.4897 1.3388 2.0048
H -3.4895 -0.4718 0.8757
Cl 2.8050 0.2345 -1.6648
C 2.4269 1.6394 -0.8039
C 2.4105 1.6012 0.5887
C 2.3603 2.8351 1.2675
C 2.1835 4.0079 0.5731
C 2.1039 4.0477 -0.7937
Cl 1.9374 5.5570 -1.6302
C 2.1123 2.8361 -1.5150
N 1.8558 2.8343 -2.8578
C 1.2885 1.7490 -3.6220
C 2.0394 1.2421 -4.6979
C 1.4859 0.3932 -5.6393
C 0.2202 -0.1545 -5.3839
C -0.5066 0.2821 -4.2861
C 0.0281 1.2007 -3.3600
C -0.8288 1.7607 -2.2044
C -1.0022 0.7324 -1.0291
O -1.2611 1.1980 0.0544
O -0.9620 -0.4918 -1.3957
H 2.5674 0.6975 1.1487
H 2.4136 2.8994 2.3588
H 2.2130 4.8929 1.1150
H 1.6115 3.7176 -3.3091
H 3.0390 1.6510 -4.8625
H 2.0684 0.1142 -6.5412
H -0.2093 -0.9239 -6.0239
H -1.4360 -0.1790 -4.0981
H -1.8454 1.8239 -2.5740
H -0.4553 2.7142 -1.8789
*
```

***

No. 5
Molecular formula: C8H8N2O
Method: DFT, ωB97M-V with the def2-TZVPD basis set

- LUMO: 0.0144 Ha
- E_HOMO: -0.3178 hartree
- Kohn-Sham gap: 0.3323 hartree

```
! wB97M-V def2-TZVPD RIJCOSX def2/J DEFGRID3
* xyz 0 1
O 3.2791 -0.8350 -0.0452
N 2.0880 -1.1639 -0.0142
N 1.2102 -0.2000 0.0859
C 1.6421 1.2257 -0.0531
C 0.3310 1.9812 0.1000
C -0.7878 0.9203 -0.1156
C -2.1652 1.0194 -0.0149
C -2.9698 -0.1219 -0.0155
C -2.3523 -1.4137 0.0081
C -0.9522 -1.4989 0.0483
C -0.1592 -0.3256 -0.0110
H 2.4059 1.4521 0.7025
H 2.1953 1.4625 -0.9919
H 0.3166 2.3561 1.1374
H 0.3763 2.9929 -0.5087
H -2.6233 2.0035 -0.2074
H -4.0929 0.0021 -0.0332
H -3.0023 -2.2834 -0.0100
H -0.4143 -2.4776 0.0924
*
```

***

No. 6
Molecular formula: C46H43N2OP2Y
Method: DFT, ωB97M-V with the def2-TZVPD basis set

- LUMO: -0.2052 Ha
- E_HOMO: -0.4725 hartree
- Kohn-Sham gap: 0.2674 hartree

```
! wB97M-V def2-TZVPD RIJCOSX def2/J DEFGRID3
* xyz 2 1
Y -0.5619 0.1611 -0.2942
C 0.2416 3.6349 2.4337
C -0.9628 2.7224 2.6224
C -2.0026 3.3838 3.5351
C -1.6303 2.3143 1.3205
C -2.6587 1.3577 1.3371
C -3.3531 1.0039 0.1835
C -3.0533 1.5964 -1.0500
C -3.8581 1.3051 -2.2830
C -2.0082 2.5245 -1.0782
C -1.3105 2.8776 0.0801
H 0.7056 3.8246 3.4009
H -0.0511 4.6041 2.0226
H 1.0005 3.2002 1.7811
H -0.6238 1.7984 3.1042
H -2.4219 4.2737 3.0619
H -1.5322 3.6921 4.4682
H -2.8265 2.7146 3.7849
H -2.9375 0.8967 2.2769
H -4.1591 0.2814 0.2496
H -4.3681 0.3458 -2.2171
H -3.2356 1.3106 -3.1775
H -4.6210 2.0758 -2.4082
H -1.7392 2.9986 -2.0146
H -0.5123 3.6055 0.0036
O 2.1009 1.2106 0.5447
C 1.2491 0.5150 1.1060
C 1.4351 0.1141 2.5362
C 2.3699 0.6987 3.3812
C 2.4438 0.2991 4.7063
C 1.5931 -0.6947 5.1830
C 0.6669 -1.2967 4.3412
C 0.5797 -0.8828 3.0154
P -0.5339 -1.6778 1.8068
C 0.5012 -2.9102 0.9748
C 1.7394 -3.3117 1.4798
C 2.5293 -4.1927 0.7590
C 2.0988 -4.6759 -0.4721
C 0.8720 -4.2826 -0.9847
C 0.0795 -3.3999 -0.2627
C -1.8201 -2.5139 2.7595
C -2.5847 -1.7644 3.6562
C -3.6094 -2.3640 4.3680
C -3.8834 -3.7152 4.1835
C -3.1264 -4.4629 3.2960
C -2.0930 -3.8659 2.5836
H 3.0249 1.4659 2.9867
H 3.1610 0.7541 5.3762
H 1.6565 -1.0080 6.2167
H 0.0218 -2.0791 4.7210
H 2.0899 -2.9312 2.4307
H 3.4833 -4.5067 1.1608
H 2.7215 -5.3645 -1.0274
H 0.5303 -4.6666 -1.9367
H -0.8947 -3.1263 -0.6579
H -2.3581 -0.7180 3.8329
H -4.1885 -1.7831 5.0732
H -4.6824 -4.1840 4.7418
H -3.3315 -5.5164 3.1627
H -1.4981 -4.4639 1.9042
N 0.5647 -0.0349 -3.6691
P 1.3264 0.6770 -2.2995
C 3.0376 0.1849 -2.4639
C 3.5232 -0.8719 -1.6978
C 4.8275 -1.3072 -1.8749
C 5.6428 -0.6885 -2.8122
C 5.1632 0.3707 -3.5735
C 3.8624 0.8131 -3.3988
C 1.2434 2.4574 -2.6390
C 0.4322 2.9628 -3.6537
C 0.3237 4.3350 -3.8427
C 1.0224 5.2050 -3.0182
C 1.8374 4.7033 -2.0099
C 1.9525 3.3356 -1.8155
C -0.5497 -0.8304 -3.5828
C -0.9538 -1.5943 -4.6937
C -2.0666 -2.3835 -4.5925
C -2.7925 -2.4185 -3.3923
C -2.3462 -1.6388 -2.3664
N -1.2451 -0.8476 -2.4341
H 1.0653 -0.0836 -4.5463
H 2.8913 -1.3477 -0.9557
H 5.2102 -2.1222 -1.2756
H 6.6615 -1.0270 -2.9459
H 5.8058 0.8576 -4.2943
H 3.5008 1.6584 -3.9737
H -0.1145 2.2904 -4.3030
H -0.2960 4.7225 -4.6404
H 0.9422 6.2731 -3.1693
H 2.3947 5.3833 -1.3791
H 2.5902 2.9504 -1.0298
H -0.3762 -1.5546 -5.6072
H -2.3817 -2.9795 -5.4389
H -3.6766 -3.0274 -3.2785
H -2.8862 -1.6253 -1.4219
*
```

***

No. 7
Molecular formula: C7H17NSi
Method: DFT, ωB97M-V with the def2-TZVPD basis set

- LUMO: 0.0141 Ha
- E_HOMO: -0.2785 hartree
- Kohn-Sham gap: 0.2925 hartree

```
! wB97M-V def2-TZVPD RIJCOSX def2/J DEFGRID3
* xyz 0 1
C -2.3594 -1.9058 -0.0793
C -1.9667 -0.8806 -0.8496
C 1.9110 -1.7366 -0.1766
C 2.5017 0.5122 0.7216
C -1.0901 0.8538 1.7557
C -1.9792 2.1533 -1.1199
C 2.1530 -0.1965 -0.5647
N 1.1748 0.5912 -1.1878
Si -1.2158 0.6776 -0.1423
H -2.7071 -2.9173 -0.3848
H -2.3396 -1.8975 1.0525
H -1.7027 -0.8379 -1.9434
H 1.0149 -1.7352 0.3954
H 1.8849 -2.3065 -1.1373
H 2.5954 -1.9540 0.5578
H 2.6397 1.4974 0.4775
H 3.3919 -0.0405 1.3330
H 1.7292 0.5098 1.4673
H -0.4316 0.2046 2.2149
H -0.6165 1.7908 2.0630
H -2.0145 0.6246 2.3457
H -1.4645 3.0363 -0.8405
H -1.9416 1.8724 -2.1038
H -3.0749 2.1506 -0.6416
H 3.1267 -0.3737 -1.1180
H 0.7811 0.3074 -2.0947
*
```

***

No. 8
Molecular formula: C6H19BrN2OPS
Method: DFT, ωB97M-V with the def2-TZVPD basis set

- LUMO: -0.1797 Ha
- E_HOMO: -0.4341 hartree
- Kohn-Sham gap: 0.2544 hartree

```
! wB97M-V def2-TZVPD RIJCOSX def2/J DEFGRID3
* xyz 1 1
C 3.0621 3.0032 1.9384
N 1.9812 2.2786 2.6185
C 0.7371 2.9278 2.6514
S -0.6138 1.6138 2.4249
Br -0.2657 0.9679 0.4154
P -2.3822 3.0203 2.1999
N -2.2186 4.2175 3.1293
H 3.1976 4.0221 2.3110
H 3.9885 2.4543 2.0899
H 2.8697 3.0333 0.8660
H 2.2664 1.9502 3.5306
H 0.4175 3.4237 3.5723
H 0.6155 3.6107 1.8098
H -2.1808 3.2102 0.8274
H -3.3829 2.0360 2.2965
H -2.7548 4.2970 3.9823
C -0.7717 -4.7664 -3.1389
C -0.9536 -3.3238 -3.5717
O -1.4401 -2.4692 -2.5413
C -0.6188 -2.3555 -1.4006
C 0.7455 -1.7432 -1.6818
H -1.6884 -5.1521 -2.6918
H -0.5332 -5.3773 -4.0102
H 0.0436 -4.8879 -2.4246
H -1.7076 -3.2572 -4.3545
H -0.0196 -2.9273 -3.9848
H -0.4965 -3.3215 -0.8980
H -1.1888 -1.7180 -0.7208
H 1.3843 -2.4139 -2.2560
H 1.2638 -1.5402 -0.7416
H 0.6444 -0.8129 -2.2469
*
```

***

No. 9
Molecular formula: C20H39Cl6N2O3S2
Method: DFT, ωB97M-V with the def2-TZVPD basis set

- LUMO: -0.1341 Ha
- E_HOMO: -0.4467 hartree
- Kohn-Sham gap: 0.3125 hartree

```
! wB97M-V def2-TZVPD RIJCOSX def2/J DEFGRID3
* xyz 1 1
C -0.2971 -0.3986 3.3033
O -1.2429 0.5881 2.8491
C -0.8673 1.1387 1.5569
C -2.1114 0.9576 0.5422
C -2.6464 -0.5684 0.5509
C -3.1046 -1.0998 -0.8853
C -1.9110 -1.4638 -1.8927
C -0.7453 -2.3717 -1.2399
C 0.4683 -2.5701 -2.2626
C 1.5406 -3.6797 -1.8397
C 2.3356 -3.3833 -0.4787
S 2.4237 -1.5978 0.0041
O 2.2721 -1.6143 1.6969
C 4.1201 -0.8896 -0.2864
C 4.2520 0.4851 0.5603
S 4.5068 1.9072 -0.6510
C 2.8407 2.0281 -1.4330
N 2.5328 0.9873 -2.3516
N 1.2507 1.2172 -2.8049
C 0.8081 2.4058 -2.1342
O 1.7921 2.9544 -1.2525
H -0.4554 -1.3872 2.7507
H -0.4154 -0.5719 4.4325
H 0.7826 -0.0413 3.1523
H 0.0209 0.5333 1.1430
H -0.5427 2.2292 1.6771
H -2.9792 1.6042 0.9421
H -1.8820 1.3545 -0.5023
H -1.8884 -1.2385 1.0769
H -3.5882 -0.5834 1.2168
H -3.7036 -0.2382 -1.3697
H -3.8098 -2.0099 -0.8423
H -2.3914 -2.0610 -2.7575
H -1.4980 -0.5099 -2.3906
H -1.2083 -3.3853 -1.0030
H -0.3718 -1.8021 -0.3250
H 1.0063 -1.5907 -2.5457
H -0.0006 -2.9410 -3.2515
H 1.0235 -4.7079 -1.7541
H 2.3185 -3.7901 -2.6810
H 3.4108 -3.7961 -0.5137
H 1.8106 -3.9908 0.3498
H 1.4914 -2.1540 1.9597
H 4.9500 -1.5938 0.0509
H 4.2548 -0.7264 -1.4179
H 3.2030 0.6798 1.0019
H 5.0423 0.4530 1.3744
H -0.2586 2.7598 -2.3468
Cl -0.3258 -6.3271 -0.6286
C 0.4332 -7.9086 -0.3112
C 1.7139 -8.0970 -1.0995
Cl 1.4107 -8.2505 -2.8469
H -0.2972 -8.6861 -0.5389
H 0.6481 -7.9473 0.7586
H 2.2110 -9.0155 -0.7825
H 2.4045 -7.2656 -0.9474
Cl -2.9678 4.4182 1.7750
C -1.7487 4.9596 2.9554
C -2.3749 5.4075 4.2606
Cl -3.3073 6.9132 4.0756
H -1.1637 5.7569 2.4962
H -1.0847 4.1114 3.1357
H -1.5934 5.6077 4.9960
H -3.0401 4.6450 4.6687
Cl -1.2228 4.9740 -1.6089
C -2.1028 6.5163 -1.7679
C -1.3485 7.6739 -1.1447
Cl -1.2747 7.5532 0.6306
H -3.0895 6.3911 -1.3191
H -2.2359 6.6944 -2.8368
H -1.8553 8.6124 -1.3758
H -0.3268 7.7361 -1.5227
*
```

***

No. 10
Molecular formula: C33H30HfN5O6P
Method: DFT, ωB97M-V with the def2-TZVPD basis set

- LUMO: -0.2625 Ha
- E_HOMO: -0.4810 hartree
- Kohn-Sham gap: 0.2185 hartree

```
! wB97M-V def2-TZVPD RIJCOSX def2/J DEFGRID3
* xyz 2 1
Hf -0.4579 0.1680 0.5668
O 1.0042 1.1815 4.5912
C -0.0454 1.9507 4.9534
C -0.1047 2.1846 6.3706
C -1.1377 2.9670 6.8707
C -2.0444 3.5879 6.0195
C -1.9886 3.3494 4.6117
C -0.9491 2.5895 4.0969
C -0.8765 2.2195 2.6732
O -0.3727 1.0085 2.3726
N -1.3408 2.9681 1.6738
N -1.3215 2.2465 0.5037
C -1.6493 2.7634 -0.6367
C -1.7107 1.8534 -1.7371
C -2.2417 2.1841 -2.9283
C -2.3560 1.2122 -3.9318
C -1.7545 -0.0410 -3.7244
C -1.1098 -0.2942 -2.5009
N -1.1241 0.6163 -1.5528
H 1.2010 1.2784 3.6223
H 0.6738 1.7321 6.9471
H -1.2629 3.0979 7.9352
H -2.7141 4.2651 6.4684
H -2.6412 3.9055 4.0018
H -2.0854 3.7517 -0.7041
H -2.7280 3.1465 -3.0519
H -2.9262 1.5330 -4.7878
H -1.7375 -0.8346 -4.5155
H -0.6084 -1.1597 -2.2152
O 1.6949 0.6653 0.6203
C 2.0157 -0.3175 -0.1689
O 0.9758 -1.0708 -0.4052
C 3.3384 -0.4564 -0.7550
P 3.6294 0.1757 -2.5021
C 2.5642 1.6095 -2.3052
C 1.5761 1.9429 -3.2117
C 0.9711 3.2101 -3.2605
C 1.3567 4.1631 -2.3519
C 2.2972 3.8538 -1.3385
C 2.8756 2.5993 -1.3085
C 2.6811 -1.0242 -3.4854
C 2.4656 -0.9128 -4.8592
C 1.9626 -1.9387 -5.6284
C 1.5171 -3.1120 -4.9833
C 1.7570 -3.2662 -3.6274
C 2.2494 -2.2167 -2.8612
H 3.7124 -1.5318 -0.8169
H 4.0262 0.0718 -0.0728
H 1.2857 1.2081 -3.9219
H 0.3571 3.4651 -4.1090
H 0.9867 5.1485 -2.4622
H 2.6115 4.5434 -0.5654
H 3.6392 2.3492 -0.5949
H 2.7250 0.0123 -5.3157
H 1.9039 -1.7946 -6.6837
H 1.1172 -3.8475 -5.6486
H 1.3792 -4.1815 -3.1294
H 2.3522 -2.3908 -1.8433
N -1.7188 -6.5246 1.5825
C -1.5889 -5.4037 0.8455
O -1.8308 -5.3070 -0.3161
C -1.1626 -4.1780 1.6834
C -1.1849 -4.1796 3.0566
C -0.7672 -3.0780 3.8203
C -0.5616 -1.8933 3.1729
N -0.5508 -1.8099 1.7959
C -0.8216 -2.8991 1.0909
H -1.8676 -7.4390 1.1544
H -1.3026 -6.5008 2.4719
H -1.4739 -5.0662 3.6049
H -0.8434 -2.9437 4.9338
H -0.4244 -0.9806 3.6910
H -0.6045 -2.7647 0.0753
O -2.6049 -0.5048 0.8777
H -2.9566 -0.5056 1.7568
H -3.3490 -0.4090 0.3055
*
```

***

No. 11
Molecular formula: C2H3NO2
Method: DFT, ωB97M-V with the def2-TZVPD basis set

- LUMO (alpha / beta): 0.2949 / 0.2949 Ha
- E_HOMO (alpha / beta): 0.1172 / 0.1172 hartree
- Kohn-Sham gap (alpha / beta): 0.1777 / 0.1778 hartree

```
! wB97M-V def2-TZVPD RIJCOSX def2/J DEFGRID3
* xyz -2 1
C 1.2265 -0.4050 -0.1326
C 0.1190 0.4322 -0.0884
N -1.1583 0.2352 0.0837
O -1.7916 -1.5302 0.2000
O -2.0737 1.1615 -0.1306
H 2.1920 0.0451 0.1492
H 1.1309 -1.4488 0.1384
H 0.3551 1.5101 -0.2198
*
```

***

The records above yield DFT total energy values of -45854.002 -8831.442 -24585.804 -64449.683 -13450.875 -73038.902 -16898.621 -101715.413 -127287.988 -65029.477 -7698.333 eV, respectively.